[1]
The following is a quantum chemistry calculation of a molecular structure, C5H5NO, from the Open Molecules 2025 dataset.

Summary:
Frontier orbital gap (alpha / beta), eV: 8.98 / 8.98
Total charge: 0
HOMO level (alpha / beta), hartree: -0.33216 / -0.33215

Last column: Mulliken charge in e.
Atoms and positions in Å:
O 1.672 1.080 0.408  -0.558
H -1.804 1.593 2.807  0.345
H 1.063 -0.388 -1.167  0.237
H 0.844 -1.052 -3.324  0.216
H -0.640 -2.048 -2.812  0.234
C 0.734 0.898 1.133  0.789
C -0.923 1.256 2.278  -0.100
C 0.171 -1.375 -2.521  -0.278
N 0.273 -1.026 -1.308  -0.426
C -0.672 0.500 1.122  -0.223
C 0.397 0.994 2.615  -0.560
H -1.115 -0.430 0.769  0.324

***

[2]
The following is a quantum chemistry calculation of a single C5H5NO molecule, from the Open Molecules 2025 dataset.

Summary:
Frontier orbital gap, eV: 9.31
Total charge: 0
HOMO level, hartree: -0.33888

Last column: Mulliken charge in e.
Atoms and positions in Å:
H 2.019 -0.155 1.485  0.389
N 0.971 1.620 0.775  -0.582
C -1.868 -0.974 -0.275  0.004
H 0.606 0.697 -1.168  0.197
O -1.036 -0.188 0.396  -0.245
H -3.095 -2.322 -1.623  0.394
C 1.133 0.172 0.949  0.129
C 0.085 -0.835 0.833  -0.442
C 1.348 0.862 -0.387  -0.343
H 2.377 0.964 -0.726  0.255
H -0.023 1.841 0.737  0.326
C -2.517 -1.682 -0.995  -0.082

***

[3]
The following is a quantum chemistry calculation of a single C5H5NO molecule at a distorted geometry, from the Open Molecules 2025 dataset.

Summary:
Frontier orbital gap, eV: 9.97
Total charge: 0
HOMO level, hartree: -0.34859

Last column: Mulliken charge in e.
Atoms and positions in Å:
H 0.577 -2.200 -0.055  0.388
H 0.587 2.165 0.173  0.255
C -1.173 1.020 -0.046  -0.202
C 0.182 -1.223 -0.086  -0.396
H -1.584 1.974 -0.262  0.358
C 0.934 -0.058 -0.015  0.693
C -1.182 -1.182 0.021  -0.306
N -1.873 -0.004 -0.121  -0.557
O 2.307 -0.206 -0.151  -0.559
H -1.809 -2.088 0.179  0.334
C 0.247 1.129 -0.026  -0.382
H 2.786 0.673 0.390  0.374

***

[4]
The following is a quantum chemistry calculation of a single C5H5NO molecule, from the Open Molecules 2025 dataset.

Summary:
Frontier orbital gap, eV: 10.66
Total charge: 0
HOMO level, hartree: -0.37595

Last column: Mulliken charge in e.
Atoms and positions in Å:
C -0.237 -1.164 -0.079  -0.660
C 0.652 0.035 -0.533  0.166
H -1.094 1.104 -1.340  0.269
C -1.222 -0.120 0.452  0.412
H -0.427 1.963 0.089  0.340
C -0.574 0.988 -0.382  -0.660
O -2.070 -0.134 1.298  -0.526
C 1.701 0.338 0.444  0.095
N 2.505 0.577 1.238  -0.443
H 1.095 -0.036 -1.530  0.399
H -0.658 -1.684 -0.947  0.269
H 0.176 -1.884 0.631  0.339

***

[5]
The following is a quantum chemistry calculation of a single C5H5NO molecule, from the Open Molecules 2025 dataset.

Summary:
Frontier orbital gap, eV: 9.42
Total charge: 0
HOMO level, hartree: -0.34184

Last column: Mulliken charge in e.
Atoms and positions in Å:
C 2.094 -0.200 0.514  -0.034
H -1.449 1.402 -1.514  0.381
O 0.861 0.277 0.452  -0.250
H -1.231 0.661 1.324  0.323
H 4.132 -1.162 0.722  0.398
H -1.015 -1.259 0.040  0.210
C -0.999 0.835 -0.707  0.127
N -1.824 0.713 0.499  -0.590
C -1.667 -0.462 -0.310  -0.356
C 3.173 -0.704 0.643  -0.030
H -2.531 -0.780 -0.885  0.256
C 0.454 0.679 -0.779  -0.436

***

[6]
The following is a quantum chemistry calculation of a molecular structure, C5H5NO at a distorted geometry, from the Open Molecules 2025 dataset.

Summary:
Frontier orbital gap, eV: 9.76
Total charge: 0
HOMO level, hartree: -0.32992

Last column: Mulliken charge in e.
Atoms and positions in Å:
N 1.390 0.185 1.109  0.005
O 1.466 1.290 -0.964  -0.478
H 2.049 0.668 1.806  0.299
H -2.385 1.765 1.025  0.462
C 1.373 -1.162 0.930  -0.388
C -2.245 1.092 0.283  -0.459
H -2.118 -0.442 -1.303  0.508
H 1.052 -1.710 -1.239  0.287
C -2.209 0.202 -0.497  -0.472
H -0.301 -1.190 -0.441  0.002
C 0.737 -1.092 -0.430  -0.064
C 1.192 0.394 -0.278  0.299

***

[7]
The following is a quantum chemistry calculation of a single C5H5NO molecule at a distorted geometry, from the Open Molecules 2025 dataset.

Summary:
Frontier orbital gap, eV: 8.66
Total charge: 0
HOMO level, hartree: -0.36507

Last column: Mulliken charge in e.
Atoms and positions in Å:
C 1.218 0.460 0.343  -0.734
H -0.235 0.971 -2.198  0.393
H -1.788 -0.954 0.462  0.322
H -1.622 0.882 -1.419  0.410
C -0.737 0.363 -1.526  -1.402
H -1.213 -0.540 -2.059  0.308
H 2.064 0.775 -0.115  0.449
C 0.031 0.234 -0.264  0.953
N 0.025 -1.121 1.725  -0.476
C -0.687 -0.614 0.672  -0.201
C 1.154 -0.271 1.660  0.481
O 1.791 -0.185 2.719  -0.503

***

[8]
The following is a quantum chemistry calculation of a molecular structure, C5H5NO at a distorted geometry, from the Open Molecules 2025 dataset.

Summary:
Frontier orbital gap, eV: 9.64
Total charge: 0
HOMO level, hartree: -0.33375

Last column: Mulliken charge in e.
Atoms and positions in Å:
H -1.652 0.458 0.320  0.310
H 0.821 -1.883 0.060  0.410
N 0.911 2.398 -1.219  -0.592
C 0.379 0.026 1.285  0.006
H -1.632 -1.334 0.050  0.367
C 0.498 1.392 -0.809  0.324
C -1.069 -0.419 0.015  -0.760
H 0.222 -0.446 2.249  0.386
C 0.507 -0.831 0.124  -0.355
C 0.030 -0.012 -0.979  0.011
O 0.427 1.252 1.170  -0.516
H -0.024 -0.325 -2.011  0.406

***

[9]
The following is a quantum chemistry calculation of a single C5H5NO molecule at a distorted geometry, from the Open Molecules 2025 dataset.

Summary:
Frontier orbital gap, eV: 11.09
Total charge: 0
HOMO level, hartree: -0.38325

Last column: Mulliken charge in e.
Atoms and positions in Å:
H 1.432 -1.396 -0.122  0.453
C 0.714 -0.649 -0.363  -0.097
H 1.227 1.100 1.034  0.367
H -1.067 -1.086 0.846  0.294
C 0.443 0.591 0.482  0.122
C 0.124 -0.751 -1.696  0.064
N -0.378 -0.914 -2.730  -0.419
C -0.715 1.451 0.078  -0.172
H -1.540 0.918 -0.449  0.287
O -0.808 2.605 0.399  -0.457
C -0.056 -0.736 0.931  -0.700
H 0.550 -1.181 1.717  0.258

***

[10]
The following is a quantum chemistry calculation of a molecular structure, C5H5NO at a distorted geometry, from the Open Molecules 2025 dataset.

Summary:
Frontier orbital gap (alpha / beta), eV: 8.05 / 6.00
Total charge: 0
HOMO level (alpha / beta), hartree: -0.28784 / -0.25785

Last column: Mulliken charge in e.
Atoms and positions in Å:
H -0.673 -0.940 -1.380  0.364
H -0.731 1.697 0.163  0.304
C 0.997 -0.721 0.309  -0.043
C -0.362 -0.388 -0.493  0.209
N 1.551 1.474 -0.275  -0.441
H -0.847 1.444 -1.625  0.337
C -0.951 -0.721 0.782  -0.284
O 0.085 -0.721 1.562  -0.319
H -1.952 -0.925 1.163  0.413
C 1.881 0.433 0.238  -0.047
C -0.399 1.102 -0.687  -0.893
H 1.402 -1.735 0.243  0.399